Entry from the OMol25 dataset: the ion C8H12N3 with charge +1 (wB97M-V/def2-TZVPD).

SMILES = CC1=C[N@@H+]2N=CN[C@]2(C)C=C1
E_LUMO = -3.70 eV
Total charge = +1
Kohn-Sham gap = 9.7298 eV
Energy relative to the best compared isomer or geometry (same formula, charge and spin) = 92.4 kcal per mole

```
23
Properties=species:S:1:pos:R:3:forces:R:3
C -1.1315 0.4892 0.9817 3.145 -0.872 -1.909
C 0.0177 1.1540 0.9237 1.435 -3.433 -1.572
C -0.6332 -1.3440 -0.4706 -0.563 -1.095 -1.734
C 2.3805 -1.4030 0.7444 -1.811 2.444 -1.173
C -1.5477 -0.7018 0.2424 0.483 1.303 -1.539
C 1.2526 0.4355 0.1028 -1.779 2.437 0.241
C -3.0494 -0.7767 0.0768 0.254 -1.446 1.552
C 1.6079 1.2840 -1.1085 -0.025 -0.200 -2.138
N 1.5524 -1.8873 -0.0763 1.236 -1.938 0.757
N 2.3921 -0.0341 0.9249 -1.456 -0.010 -1.266
N 0.7791 -0.8228 -0.5581 -1.736 -1.785 2.133
H -1.8619 0.9085 1.4909 -3.440 2.061 2.490
H 0.0881 2.0787 1.4202 0.774 0.994 0.404
H -0.7913 -2.2952 -1.1091 0.429 1.965 1.088
H 3.0127 -1.9991 1.2220 2.738 -2.416 2.072
H -3.3488 -1.2639 1.0511 -0.553 0.928 -0.862
H -3.3285 -1.4908 -0.6891 -0.067 0.100 -0.249
H -3.5135 0.2277 -0.1064 0.542 -1.003 0.389
H 2.6122 1.0701 -1.5991 -1.227 -0.462 0.639
H 1.7483 2.2921 -0.7982 -0.380 1.034 0.028
H 0.7412 1.1709 -1.9429 1.981 0.648 2.039
H 2.3244 0.2909 1.8627 0.348 0.169 0.883
H 1.1147 -0.8258 -1.4779 -0.330 0.574 -2.274
```
Forces are in eV/Å.

Löwdin atomic charges, in units of e:
1. C -0.037
2. C 0.080
3. C 0.043
4. C -0.101
5. C -0.243
6. C -0.361
7. C -0.019
8. C -0.009
9. N 0.134
10. N 0.143
11. N -0.042
12. H 0.072
13. H 0.107
14. H 0.177
15. H 0.107
16. H 0.118
17. H 0.081
18. H 0.118
19. H 0.122
20. H 0.073
21. H 0.160
22. H 0.138
23. H 0.142